# 1
{"formula": "C8H11ClN2O", "method": "ωB97M-V/def2-TZVPD", "homo_energy_ev": -8.48, "charge": 0, "species": ["H", "N", "C", "C", "C", "C", "C", "C", "Cl", "C", "C", "H", "H", "H", "H", "H", "H", "H", "N", "O", "H", "H", "H"], "positions_angstrom": [[2.398, 0.458, 1.561], [1.447, 0.151, 1.535], [0.818, 0.762, 0.564], [1.367, 1.652, -0.538], [-0.618, 0.530, 0.376], [-1.291, 1.017, -0.743], [-2.632, 0.628, -1.005], [-3.342, 0.040, 0.034], [-5.035, -0.186, -0.056], [-2.773, -0.349, 1.219], [-1.392, -0.106, 1.404], [2.465, 1.775, -0.467], [1.193, 1.292, -1.544], [0.975, 2.522, -0.466], [-0.723, 1.613, -1.375], [-3.037, 0.890, -2.029], [-3.433, -0.750, 2.031], [-0.869, -0.447, 2.302], [0.627, -2.542, -0.694], [0.519, -2.661, 0.700], [0.476, -3.444, -1.104], [1.592, -2.139, -0.925], [0.565, -1.689, 0.895]]}

# 2
{"formula": "C8H11F2N", "method": "ωB97M-V/def2-TZVPD", "homo_energy_ev": -8.69, "charge": 0, "species": ["C", "C", "C", "C", "C", "C", "C", "C", "N", "F", "F", "H", "H", "H", "H", "H", "H", "H", "H", "H", "H", "H"], "positions_angstrom": [[1.080, -0.337, -0.228], [-0.279, -0.634, -0.151], [-1.196, 1.638, -0.438], [-0.059, 2.104, 0.456], [2.123, 0.920, -0.157], [-1.815, 0.253, -0.154], [1.872, -1.677, -0.307], [-0.632, -2.054, 0.202], [1.401, 1.961, 0.156], [-2.524, 0.076, 0.969], [-2.524, -0.314, -1.197], [-1.991, 2.326, -0.516], [-0.783, 1.386, -1.445], [-0.098, 3.164, 0.757], [-0.109, 1.651, 1.508], [2.975, -1.511, -0.534], [1.396, -2.265, -1.074], [1.595, -2.269, 0.619], [-0.249, -2.903, -0.358], [-1.715, -2.254, 0.267], [-0.289, -2.191, 1.311], [1.823, 2.931, 0.315]]}

# 3
{"formula": "C8H11F2NO2S", "method": "ωB97M-V/def2-TZVPD", "homo_energy_ev": -8.91, "charge": 0, "species": ["C", "C", "C", "C", "C", "C", "C", "C", "H", "H", "H", "H", "H", "H", "H", "H", "H", "H", "H", "N", "O", "O", "F", "F", "S"], "positions_angstrom": [[3.151, 1.932, 0.741], [2.091, 0.885, 1.089], [2.327, -0.568, 1.041], [2.389, 0.034, 2.374], [-1.769, -0.791, -1.613], [-2.622, -0.651, -2.656], [-3.966, -0.606, -2.198], [-3.927, -0.767, -0.897], [4.197, 1.561, 0.954], [3.022, 2.442, -0.277], [2.998, 2.835, 1.338], [0.615, 1.227, 0.008], [3.274, -0.981, 0.607], [1.476, -1.177, 0.728], [1.678, -0.214, 3.168], [0.230, 0.423, -1.236], [-2.174, -0.740, -3.707], [-4.688, -1.146, -0.230], [-2.821, -2.326, 1.184], [-2.648, -0.871, -0.495], [0.716, 1.381, 0.908], [-2.224, -1.058, 0.770], [3.651, 0.171, 2.937], [-5.012, -0.179, -2.884], [0.035, -0.815, -1.654]]}

# 4
{"formula": "C8H11F3O4S", "method": "ωB97M-V/def2-TZVPD", "homo_energy_ev": 1.87, "charge": -2, "species": ["C", "C", "S", "C", "C", "C", "F", "F", "F", "O", "C", "O", "H", "H", "H", "H", "H", "H", "H", "O", "C", "C", "O", "H", "H", "H", "H"], "positions_angstrom": [[2.185, 2.110, 0.541], [0.731, 1.621, 0.357], [0.604, 1.148, -1.432], [-0.393, 2.471, 0.973], [-1.561, 1.434, 0.826], [-2.590, 1.869, -0.231], [-2.084, 2.638, -1.186], [-3.520, 2.646, 0.374], [-3.240, 0.884, -0.794], [-0.998, 0.140, 0.676], [0.343, 0.292, 1.071], [0.945, -0.365, 1.787], [2.179, 3.147, 0.923], [2.722, 2.146, -0.405], [2.771, 1.481, 1.224], [0.812, -0.280, -1.377], [-0.180, 2.391, 2.051], [-0.555, 3.485, 0.615], [-2.188, 1.340, 1.727], [0.545, -2.066, -1.456], [0.064, -3.184, -0.817], [0.936, -4.469, -1.108], [0.456, -5.581, -0.487], [-0.978, -3.481, -1.082], [0.012, -3.123, 0.295], [1.982, -4.171, -0.836], [0.999, -4.524, -2.227]]}

# 5
{"formula": "C8H11IN2OS", "method": "ωB97M-V/def2-TZVPD", "homo_energy_ev": -16.17, "charge": 2, "species": ["C", "C", "C", "C", "C", "C", "C", "C", "N", "N", "O", "S", "I", "H", "H", "H", "H", "H", "H", "H", "H", "H", "H", "H"], "positions_angstrom": [[0.093, -0.007, -1.356], [-2.369, 0.319, -2.083], [-1.580, 0.233, 0.239], [-0.973, 0.058, -2.489], [-0.030, -0.024, 2.329], [0.753, -0.116, 0.927], [1.481, -1.517, 0.874], [1.960, 0.935, 0.654], [-2.474, 0.562, -0.675], [-0.214, -0.051, -0.116], [-3.306, 0.552, -2.763], [-1.767, 0.435, 1.886], [3.514, 0.912, 2.154], [1.144, -0.183, -1.684], [-0.716, 0.928, -3.089], [-0.929, -0.765, -3.141], [-0.256, -0.897, 2.903], [0.218, 0.801, 2.953], [2.057, -1.614, -0.009], [0.799, -2.384, 1.043], [2.250, -1.668, 1.551], [1.571, 1.930, 0.696], [2.160, 0.750, -0.362], [-3.386, 0.811, -0.444]]}

# 6
{"formula": "C8H11IOS", "method": "ωB97M-V/def2-TZVPD", "homo_energy_ev": [-7.16, -7.15], "charge": 0, "species": ["C", "C", "C", "C", "C", "C", "C", "C", "O", "S", "I", "H", "H", "H", "H", "H", "H", "H", "H", "H", "H", "H"], "positions_angstrom": [[2.946, 0.145, -0.273], [2.051, -0.002, 0.824], [2.801, 1.392, -0.736], [1.406, 1.208, 0.978], [-1.376, -2.115, -0.186], [0.189, 1.649, 1.583], [-2.014, -1.228, -1.224], [-2.666, 0.037, -0.632], [1.914, 2.102, 0.045], [-1.611, 1.212, 0.072], [-4.614, 0.125, 0.417], [3.730, -0.586, -0.434], [1.923, -0.728, 1.486], [3.395, 1.816, -1.596], [-0.623, -2.781, -0.712], [-0.740, -1.476, 0.307], [-2.102, -2.656, 0.394], [-0.194, 1.076, 2.319], [0.143, 2.636, 1.682], [-1.297, -0.839, -1.832], [-2.686, -1.898, -1.684], [-0.574, 0.912, -0.797]]}

# 7
{"formula": "C8H11N2O", "method": "ωB97M-V/def2-TZVPD", "homo_energy_ev": -12.55, "charge": 1, "species": ["C", "C", "N", "C", "C", "C", "C", "C", "N", "C", "O", "H", "H", "H", "H", "H", "H", "H", "H", "H", "H", "H"], "positions_angstrom": [[-3.063, -0.041, 0.592], [-2.028, 0.152, -0.520], [-0.978, -0.807, -0.441], [0.241, -0.080, -0.320], [-0.062, 1.371, -0.135], [0.936, 2.191, 0.221], [2.236, 1.645, 0.306], [2.396, 0.311, 0.151], [1.426, -0.564, -0.161], [1.554, -1.984, -0.116], [-1.389, 1.447, -0.397], [-2.593, -0.632, 1.346], [-3.848, -0.722, 0.331], [-3.322, 0.924, 0.811], [-2.482, 0.382, -1.413], [-0.985, -1.766, -0.762], [0.851, 3.294, 0.229], [2.962, 2.405, 0.559], [3.303, -0.271, 0.350], [2.493, -2.459, 0.399], [0.622, -2.455, 0.168], [1.730, -2.341, -1.197]]}

# 8
{"formula": "C8H11N2O3", "method": "ωB97M-V/def2-TZVPD", "homo_energy_ev": -4.68, "charge": -1, "species": ["C", "C", "C", "C", "C", "C", "C", "C", "N", "N", "O", "O", "O", "H", "H", "H", "H", "H", "H", "H", "H", "H", "H", "H"], "positions_angstrom": [[0.774, -0.917, -2.019], [0.665, 1.963, -0.514], [-0.846, -1.643, -0.179], [-0.449, -0.660, -1.320], [0.393, 0.078, 1.015], [-1.687, -0.249, -2.159], [1.906, 0.001, 1.345], [-0.322, 0.621, 2.283], [1.859, -1.163, -2.357], [-0.025, 0.769, -0.086], [1.150, 2.593, 0.434], [0.514, 2.217, -1.718], [-0.048, -1.256, 0.919], [-1.964, -1.492, 0.079], [-0.589, -2.683, -0.402], [-2.211, -1.041, -2.749], [-1.717, 0.606, -2.915], [-2.513, 0.138, -1.432], [2.056, 0.997, 1.322], [2.440, -0.364, 0.416], [2.187, -0.562, 2.165], [0.106, 1.436, 2.612], [-0.266, -0.134, 3.102], [-1.415, 0.744, 2.156]]}

# 9
{"formula": "C8H11N3O", "method": "ωB97M-V/def2-TZVPD", "homo_energy_ev": -8.81, "charge": 0, "species": ["C", "C", "C", "N", "C", "C", "C", "C", "C", "O", "N", "N", "H", "H", "H", "H", "H", "H", "H", "H", "H", "H", "H"], "positions_angstrom": [[0.217, 0.671, 1.611], [-0.736, -0.333, 0.780], [-1.895, 0.478, 0.605], [-2.781, 1.169, 0.374], [-0.158, -0.763, -0.680], [0.416, 0.356, -1.482], [1.628, 0.954, -1.606], [1.555, 1.952, -2.602], [0.233, 1.943, -2.988], [-0.476, 0.965, -2.297], [-0.900, -1.501, 1.723], [-1.949, -2.411, 1.396], [-0.406, 1.004, 2.413], [0.454, 1.479, 0.866], [1.014, 0.131, 1.967], [0.420, -1.657, -0.692], [-1.106, -1.065, -1.213], [2.500, 0.954, -1.034], [2.430, 2.495, -2.847], [-0.245, 2.319, -3.929], [-1.287, -1.294, 2.622], [-2.982, -2.100, 1.361], [-1.683, -3.031, 0.485]]}

# 10
{"formula": "C8H11N3O2", "method": "ωB97M-V/def2-TZVPD", "homo_energy_ev": -8.64, "charge": 0, "species": ["C", "C", "C", "N", "O", "O", "H", "H", "H", "H", "H", "H", "H", "C", "C", "C", "C", "N", "C", "N", "H", "H", "H", "H"], "positions_angstrom": [[-1.764, 0.360, -0.505], [-1.207, -1.043, -0.370], [-1.028, -2.158, -1.339], [-0.874, -1.389, 0.864], [-0.866, -0.691, 1.882], [-0.370, -2.700, 1.051], [-2.066, 0.695, -1.493], [-0.978, 1.034, -0.072], [-2.566, 0.481, 0.243], [-1.689, -2.959, -1.113], [-1.309, -1.847, -2.334], [0.072, -2.473, -1.369], [-0.423, -2.969, 1.974], [0.931, 2.703, 1.238], [1.607, 1.399, 0.952], [1.625, 0.836, -0.222], [2.218, -0.441, -0.452], [2.616, -1.432, -0.889], [0.999, 1.278, -1.451], [0.675, 1.467, -2.525], [0.943, 3.256, 0.344], [1.584, 3.181, 2.100], [-0.101, 2.521, 1.581], [1.972, 0.889, 1.905]]}

Number 1: E -956.277143 a.u.. Number 2: E -565.733913 a.u.. Number 3: E -1114.322420 a.u.. Number 4: E -1310.020516 a.u.. Number 5: E -1191.360710 a.u.. Number 6: E -1082.356873 a.u.. Number 7: E -495.894526 a.u.. Number 8: E -646.636215 a.u.. Number 9: E -550.821239 a.u.. Number 10: E -626.004342 a.u..